No. 1
ORCA calculation (ωB97M-V with the def2-TZVPD basis set) on a 6-piece molecular cluster, C32H71BN5O17 overall at a distorted geometry.

```
126
C32H71BN5O17 (ωB97M-V with the def2-TZVPD basis set)
O -0.56692 -2.55679 -1.87818
C -0.69446 -1.37019 -1.50633
O 0.34509 -0.51704 -1.25633
B -0.16957 0.68445 -0.51987
O -1.63608 0.64474 -0.80736
C -1.97043 -0.47829 -1.40578
O -3.11048 -0.80719 -1.84484
O 0.54220 1.91794 -1.02056
C 1.04365 2.62236 0.03674
O 1.61834 3.75371 0.06203
C 0.80623 1.72686 1.27006
O 0.22822 0.63619 0.88395
O 0.97997 2.10988 2.41960
C 6.52887 -1.49503 -0.58540
O 6.13650 -2.51537 0.32252
C 4.67185 -2.55244 0.25875
C 4.32268 -3.78147 1.13767
N 5.09500 -4.89600 0.79976
C 4.48095 -6.11178 1.40694
C 4.69670 -6.08703 2.93853
O 6.03097 -5.45744 3.21935
C 6.63989 -6.05112 4.30968
H 6.42333 -1.70217 -1.65033
H 7.56466 -1.16077 -0.52613
H 6.02875 -0.55822 -0.33969
H 4.34544 -2.79157 -0.75336
H 4.19771 -1.65575 0.65779
H 3.27278 -4.04800 1.01610
H 4.50814 -3.73162 2.21062
H 4.99843 -4.96883 -0.20296
H 5.04010 -6.90204 0.90598
H 3.45385 -6.21643 1.05732
H 4.81132 -7.14155 3.18940
H 3.88683 -5.47636 3.33763
H 7.62519 -5.62858 4.50652
H 6.88152 -7.06818 4.00100
H 6.03657 -6.15904 5.21104
C -6.99246 -5.35858 0.08243
O -7.20744 -4.87322 1.41293
C -8.53051 -4.49470 1.80703
C -8.66252 -4.29825 3.30955
N -8.70186 -5.60195 3.96118
C -8.90415 -5.56158 5.52660
C -8.63767 -7.01322 6.10062
O -7.29829 -7.43345 5.82316
C -6.95816 -8.72371 6.29059
H -5.96390 -5.69193 -0.05562
H -7.25231 -4.72345 -0.76444
H -7.61991 -6.24253 -0.03171
H -9.23880 -5.31402 1.68388
H -8.85787 -3.63144 1.22761
H -9.63825 -3.81811 3.23511
H -7.92143 -3.55975 3.61531
H -7.82733 -6.09057 3.83256
H -9.92454 -5.21209 5.68396
H -8.12462 -4.88770 5.88200
H -9.19861 -7.76404 5.54410
H -8.77941 -7.06293 7.18022
H -7.10932 -8.82032 7.36573
H -5.91832 -8.97902 6.08646
H -7.56403 -9.48923 5.80580
C -0.88446 -1.83993 -7.56092
O -2.18331 -1.31860 -7.92179
C -3.23401 -2.28021 -7.44367
C -4.57235 -1.49744 -7.43787
N -4.75443 -0.61432 -8.62073
C -5.87701 0.24788 -8.36118
C -5.95321 1.48335 -9.20896
O -4.89914 2.43326 -8.87270
C -5.23236 3.81241 -9.12109
H -0.72154 -2.87815 -7.85015
H -0.62014 -1.68402 -6.51501
H -0.18652 -1.34558 -8.23664
H -2.89315 -2.56424 -6.44806
H -3.19349 -3.10690 -8.15293
H -4.19151 -0.87180 -6.63062
H -5.38039 -2.17449 -7.16080
H -4.90373 -1.21278 -9.42051
H -6.13518 0.35913 -7.30807
H -6.61605 -0.42429 -8.79719
H -6.88088 1.89471 -8.81112
H -5.95340 1.35956 -10.29192
H -5.96083 4.17742 -8.39706
H -5.70843 4.01350 -10.08079
H -4.48115 4.56957 -8.89642
C 5.77761 0.70253 8.47304
O 5.75320 1.92444 7.72491
C 4.43731 2.49387 7.81283
C 4.52442 3.79131 6.97783
N 5.11487 3.55196 5.68046
C 5.18850 4.76354 4.78535
C 6.01129 4.47450 3.57439
O 7.32995 4.07763 3.98786
C 8.31889 4.03440 2.92998
H 5.43121 -0.20804 7.98419
H 5.22583 0.80499 9.40746
H 6.81684 0.52606 8.75048
H 4.09149 2.77765 8.80680
H 3.68351 1.86980 7.33281
H 4.82549 4.74427 7.41297
H 3.51756 4.18648 6.84297
H 4.43773 2.92862 5.26450
H 5.64144 5.65891 5.21110
H 4.20095 5.10772 4.47812
H 6.12188 5.27068 2.83823
H 5.70609 3.58954 3.01598
H 8.49599 5.07087 2.64277
H 7.79687 3.60244 2.07616
H 9.19538 3.56140 3.37287
C 1.94323 9.43429 -5.63618
C 2.25536 10.17460 -4.29248
C 1.99998 9.31444 -3.07178
O 0.60369 9.12813 -2.91331
C 0.28013 8.73028 -1.60402
N 3.68329 10.45098 -4.35887
H 1.93696 10.00120 -6.56713
H 0.95272 8.98632 -5.71562
H 2.63241 8.63639 -5.91268
H 1.56596 11.01238 -4.18789
H 2.43373 9.80103 -2.19816
H 2.56026 8.38273 -2.99361
H 1.03578 8.14918 -1.07542
H -0.62140 8.13880 -1.44429
H 0.07175 9.71995 -1.19753
H 4.24539 9.67000 -4.66581
H 3.93108 10.86162 -3.47001
```

Values from the calculation:
Charge   -1

=====

No. 2
ORCA calculation (ωB97M-V with the def2-TZVPD basis set) on C18H35NNbO10S4 as an isolated structure at a distorted geometry.

```
69
C18H35NNbO10S4 (ωB97M-V with the def2-TZVPD basis set)
O 2.86398 -0.54501 3.73100
C 1.81340 -1.00574 2.99654
C 1.88974 -1.03021 1.35906
Nb 0.71285 -2.70215 0.35476
N 2.35767 -4.11771 0.51071
C 1.83504 -5.11609 1.33506
S 1.20088 -6.66185 1.79298
C 0.49280 -1.46603 3.89904
C 0.75382 -2.79779 4.87599
C -0.50606 -3.34311 5.77382
C -1.95577 -2.55592 5.65737
C -2.19391 -1.25032 4.69460
C -0.94639 -0.67351 3.79242
H 1.44222 0.00005 0.96215
H 3.03430 -1.01822 1.04232
H 1.31447 -2.10537 -1.26094
H -0.30550 -3.92658 -0.53428
H 0.08790 -3.38067 1.91056
H -0.71661 -1.56075 0.29455
H 1.82758 -3.31483 4.86561
H -0.32472 -4.29239 6.46445
H -2.86181 -2.95866 6.28860
H -3.26640 -0.74709 4.63688
H -1.03812 0.25444 3.04880
O -3.04335 1.63787 6.12232
S -3.65958 2.79400 6.73958
O -4.15449 3.90831 5.96120
O -2.67054 3.36496 7.90163
C -1.32795 3.67886 7.56100
C -1.23800 5.00320 6.82602
C -4.96176 2.23660 7.80999
H -0.87525 2.87015 6.97706
H -0.76827 3.75147 8.49892
H -1.70712 4.93826 5.83954
H -0.19429 5.29712 6.68488
H -1.75843 5.79060 7.38022
H -4.58201 1.42915 8.43892
H -5.77997 1.87198 7.18519
H -5.30402 3.07634 8.41756
O 1.15733 -1.37643 -4.00388
S 1.93084 -2.08806 -5.00020
O 2.64696 -1.40045 -6.05226
O 0.99765 -3.24340 -5.67022
C -0.25293 -2.87022 -6.23049
C -0.07855 -2.21586 -7.58826
C 3.06385 -3.17234 -4.16787
H -0.80776 -2.21983 -5.54559
H -0.83772 -3.78803 -6.34811
H 0.42084 -1.24653 -7.49654
H -1.04833 -2.05219 -8.06616
H 0.54076 -2.83795 -8.24207
H 2.52093 -3.73448 -3.40566
H 3.83759 -2.55887 -3.70121
H 3.51414 -3.84386 -4.90117
O -0.88082 3.54736 -5.77907
S 0.17977 3.14741 -6.68051
O 0.19032 1.85433 -7.32885
O 1.61539 3.37631 -5.94487
C 1.83375 2.77954 -4.67471
C 2.12947 1.29687 -4.80268
C 0.36574 4.39945 -7.92548
H 0.98199 2.95764 -4.00934
H 2.69994 3.28009 -4.23044
H 1.25032 0.74948 -5.15608
H 2.42342 0.87634 -3.83708
H 2.93152 1.12231 -5.52672
H 0.41123 5.37666 -7.44099
H -0.50151 4.34921 -8.58741
H 1.27754 4.20210 -8.49214
```

Values from the calculation:
Charge   -1

=====

Number 1: frontier orbital gap 0.33020 hartree, HOMO -6.84 eV. Number 2: frontier orbital gap 0.26019 hartree, HOMO -5.11 eV.